71
Properties=species:S:1:pos:R:3 method="wB97M-V/def2-TZVPD" energy_ha=-5269.2554 total_charge=-1 homo_energy_ev="-2.78 / -5.01" lumo_ev="2.37 / 2.24" gap_ev="5.156 / 7.257" spin_multiplicity=4 s2=3.788
V -0.18278 -0.02845 0.21333
C 2.00006 -5.29691 -1.88064
S 1.69977 -3.72466 -2.72127
C 0.66958 -2.89115 -1.54893
S 1.16508 -2.96269 0.13637
N -0.33755 -2.26626 -2.03829
N -0.97229 -1.40911 -1.19060
C -2.30425 -1.41521 -1.22925
C -3.01230 -0.71803 -0.23749
C -4.42717 -0.67697 -0.18624
C -5.05098 -0.01484 0.83312
C -4.28071 0.61656 1.82750
C -2.90723 0.55688 1.71966
N -2.27733 -0.07102 0.72709
H 2.59630 -5.89668 -2.56783
H 1.06031 -5.80691 -1.67811
H 2.55289 -5.15401 -0.95578
H -2.81766 -2.03234 -1.95741
H -4.99242 -1.17584 -0.96325
H -6.13304 0.02086 0.87537
H -4.73822 1.14091 2.65398
H -2.26464 1.01991 2.45939
C 1.56792 -5.58611 5.43525
C 1.49622 -4.18468 4.88993
C 0.31709 -3.45284 4.93589
C 0.24995 -2.16646 4.41824
C 1.38040 -1.59318 3.86288
C 2.57364 -2.30504 3.81732
C 2.62270 -3.59347 4.32031
S 1.26912 0.06562 3.22089
O -0.10322 0.46251 3.40736
O 2.29677 0.82936 3.88769
N 1.51551 0.00167 1.63111
C 2.78376 0.02024 1.07231
C 4.01503 0.02360 1.70440
C 5.21643 -0.02241 0.97251
C 5.23649 -0.05189 -0.39206
C 4.00715 -0.00010 -1.08566
C 3.91308 0.02856 -2.49397
C 2.69412 0.12738 -3.09743
C 1.54153 0.18546 -2.29594
N 1.59707 0.13403 -0.98533
C 2.80160 0.04839 -0.35832
H 0.59854 -5.91213 5.81131
H 2.28789 -5.65203 6.25367
H 1.88561 -6.28938 4.66316
H -0.57325 -3.89893 5.36430
H -0.67730 -1.61292 4.41418
H 3.45931 -1.86526 3.38379
H 3.55229 -4.14972 4.27006
H 4.06588 0.09480 2.77864
H 6.14852 -0.03102 1.52522
H 6.16401 -0.09359 -0.94934
H 4.82388 -0.02455 -3.07968
H 2.59270 0.15282 -4.17335
H 0.55116 0.26806 -2.72424
Cl -3.18116 6.59181 -0.54257
C -2.52563 4.98738 -0.75968
C -1.65052 4.47274 0.18106
C -1.15449 3.20296 -0.02203
Cl -0.04140 2.47952 1.09898
C -1.47539 2.38492 -1.12198
O -0.98421 1.20622 -1.27078
C -2.37243 2.97380 -2.04005
Cl -2.83027 2.04404 -3.43211
C -2.88924 4.24428 -1.87068
H -1.36366 5.04584 1.05145
H -3.57606 4.64842 -2.60082
N -0.97203 -2.64058 1.79778
C -0.24095 -2.00427 1.00144
H -0.75758 -3.63557 1.87206

74
Properties=species:S:1:pos:R:3 method="wB97M-V/def2-TZVPD" energy_ha=-5988.4041 total_charge=+1 homo_energy_ev="-10.16 / -11.01" lumo_ev="-2.49 / -4.71" gap_ev="7.670 / 6.305" spin_multiplicity=5 s2=6.028
Co 1.36782 -0.12460 -1.58292
C 0.13678 -3.34077 -3.97128
C 1.60220 -3.23342 -3.61759
N 2.05711 -2.32630 -2.71802
C 3.37208 -2.56529 -2.36684
C 3.97598 -3.62418 -3.02434
S 2.83322 -4.38171 -4.06412
C 4.03829 -1.79477 -1.26095
C 4.78683 -2.35547 -0.28665
S 5.36450 -1.24047 0.87300
C 4.57088 -0.02194 -0.07083
N 3.88964 -0.36376 -1.12836
C 4.77292 1.40762 0.24676
H 0.01903 -4.22111 -4.63633
H -0.31300 -2.42234 -4.35214
H -0.36703 -3.62965 -3.07645
H 4.96923 -3.98833 -3.03643
H 5.04747 -3.38068 -0.04336
H 4.46355 1.66680 1.29533
H 4.30084 2.03878 -0.49961
H 5.90921 1.62077 0.20304
C -1.84700 3.99816 -0.78183
N -0.55620 3.28321 -0.74237
C -0.16040 2.09490 -0.19659
N 1.16528 1.93143 -0.44297
C 1.50339 3.07348 -1.09543
N 0.49350 3.94076 -1.24322
C -3.05074 3.16602 -0.52372
C -4.10715 3.06770 -1.44388
C -5.22679 2.29478 -1.15087
C -5.29127 1.55777 0.03824
C -4.18582 1.57869 0.91264
C -3.07304 2.41369 0.68738
C -4.16857 0.71000 2.06340
N -5.15786 0.03013 2.60617
N -4.59303 -0.82645 3.61902
C -3.32924 -0.65494 3.58289
O -2.98486 0.34660 2.68242
C -2.23582 -1.30834 4.25588
C -2.46620 -2.41198 5.07558
C -1.35203 -3.10751 5.54713
C -0.01847 -2.76303 5.17649
C 0.13543 -1.65834 4.29757
C 1.51810 -1.34848 3.79266
N 1.51534 -1.41737 2.28451
C 1.52336 -0.45364 1.32249
N 1.04335 -0.95126 0.16860
C 0.69338 -2.28482 0.40182
N 1.01208 -2.66339 1.58578
C -0.96957 -0.90849 3.89796
H -1.89039 4.38856 -1.81807
H -1.82192 4.81679 0.00253
H -0.83226 1.40487 0.31453
H 2.44287 3.38247 -1.48854
H -4.05725 3.69874 -2.32480
H -6.07388 2.23247 -1.86656
H -6.13904 0.88071 0.22309
H -2.35732 2.49149 1.53209
H -3.46891 -2.71950 5.37108
H -1.55845 -3.93293 6.22138
H 0.80774 -3.35169 5.49335
H 2.16231 -2.17667 4.14124
H 1.92279 -0.34834 3.98166
H 1.74159 0.63696 1.39619
H 0.30116 -2.83936 -0.41554
H -0.83979 0.00113 3.28991
S -1.86063 4.61249 -5.75976
C -1.15236 3.34440 -5.02502
S 0.55512 3.19559 -4.86968
C 0.67674 1.72353 -3.95615
C -0.53499 1.21424 -3.54696
S -0.83087 -0.08133 -2.44987
S -1.94365 1.94630 -4.28936
S 2.12475 1.03061 -3.41640

75
Properties=species:S:1:pos:R:3 method="wB97M-V/def2-TZVPD" energy_ha=-3376.0315 total_charge=+2 homo_energy_ev="-13.11 / -14.99" lumo_ev="-6.07 / -8.68" gap_ev="7.036 / 6.316" spin_multiplicity=5 s2=6.038
Ru 0.18847 -0.22088 0.22575
O 5.96738 -0.32561 5.30503
N 5.82856 -0.41283 4.10879
O 6.73089 -0.50904 3.31167
C 4.42856 -0.36346 3.55824
C 3.45000 -0.36218 4.45310
C 2.07283 -0.32506 4.05465
C 1.01800 -0.37006 4.97960
C -0.27737 -0.35348 4.53531
C -0.51605 -0.27043 3.16798
N 0.46359 -0.21685 2.27709
C 1.76325 -0.25617 2.70813
C 2.82836 -0.24913 1.73211
N 2.44801 -0.18434 0.43186
C 3.37901 -0.21469 -0.49333
C 4.74105 -0.30285 -0.19429
C 5.13826 -0.34454 1.11016
C 4.16889 -0.32167 2.13888
H 3.71540 -0.40443 5.50130
H 1.24524 -0.42445 6.03903
H -1.11381 -0.40654 5.21829
H -1.52689 -0.24851 2.78015
H 3.04346 -0.16880 -1.52202
H 5.47074 -0.33484 -0.99169
H 6.18490 -0.39838 1.36086
C -4.78090 -1.93262 -4.02281
Si -4.47572 -0.36331 -3.08998
C -5.39046 -0.36589 -1.48201
C -4.87996 1.14822 -4.08251
C -2.54738 -0.30188 -2.93692
C -1.83691 -0.33995 -4.15168
C -0.46092 -0.31692 -4.18651
C 0.25226 -0.24119 -2.98490
N -0.36271 -0.18773 -1.82358
C -1.74464 -0.22406 -1.78586
S -2.32980 -0.18228 -0.17494
H -5.85422 -2.04972 -4.19807
H -4.43329 -2.79690 -3.44950
H -4.28006 -1.93958 -4.99483
H -6.46102 -0.40781 -1.70434
H -5.20462 0.53813 -0.89793
H -5.13968 -1.23270 -0.86602
H -5.95727 1.18357 -4.27076
H -4.37317 1.15883 -5.05155
H -4.60528 2.05928 -3.54278
H -2.38586 -0.39467 -5.08701
H 0.07743 -0.36050 -5.12562
H 1.33322 -0.23273 -2.98185
N 0.20749 1.76287 0.24082
C 0.20762 2.91142 0.25210
C 0.21204 4.33587 0.26745
C 0.91872 5.03042 -0.72082
C 0.91549 6.41090 -0.69821
C 0.21996 7.08696 0.29862
C -0.47928 6.39238 1.27973
C -0.49039 5.01193 1.27131
H 1.45695 4.48665 -1.48762
H 1.45584 6.96294 -1.45575
H 0.22385 8.16995 0.31128
H -1.01418 6.93035 2.05123
H -1.02932 4.45432 2.02763
F -0.86559 -3.37512 2.37203
C -1.02067 -3.91313 1.15405
F -1.11228 -5.22471 1.27212
F -2.17291 -3.43803 0.66966
C 0.16189 -3.47612 0.23206
O 0.18571 -2.11650 0.17380
C 1.52893 -3.95983 0.81725
F 1.71252 -3.42643 2.03443
F 2.53363 -3.51763 0.05446
F 1.60516 -5.27429 0.90916
C -0.04214 -4.01636 -1.22101
F -1.17432 -3.51361 -1.73086
F -0.09637 -5.33418 -1.27155
F 0.95189 -3.58936 -2.00808